1.
# C5H11NO

A 2-piece molecular cluster, C5H11NO overall (ωB97M-V/def2-TZVPD, the OMol25 dataset).

Atoms and positions in Å:
C1 -1.741 -0.668 2.011
N1 -1.416 -0.942 0.817
C2 -0.216 -0.376 0.254
C3 0.969 -0.230 0.833
C4 1.999 0.778 0.419
C5 2.205 0.995 -1.076
H1 -2.669 -0.177 2.306
H2 -0.966 -0.801 2.785
H3 -0.449 0.157 -0.663
H4 1.143 -0.729 1.782
H5 1.698 1.724 0.878
H6 3.014 0.491 0.708
H7 2.601 0.118 -1.599
H8 2.895 1.803 -1.317
H9 1.258 1.163 -1.601
O1 -1.570 0.131 -2.375
H10 -1.595 -0.679 -1.845
H11 -2.506 0.238 -2.576

Properties
Gap between HOMO and LUMO = 9.038 eV
E_HOMO = -8.65 eV
SMILES = C=N/C=C/CC.O

Results of the Löwdin charge analysis, in e, for atoms 1 through 6: C -0.053; N -0.025; C -0.167; C -0.112; C -0.256; C -0.120

---

2.
# C25H45F3N4O21S2

C25H45F3N4O21S2 as an isolated structure (ωB97M-V/def2-TZVPD, the OMol25 dataset).

Atoms and positions in Å:
C1 0.229 0.428 2.288
C2 -0.711 -0.020 1.190
O1 -1.398 -1.026 1.283
N1 -0.633 0.692 0.046
C3 -1.403 0.448 -1.139
H1 -0.164 0.082 3.241
H2 0.256 1.521 2.298
H3 1.199 -0.031 2.109
H4 -0.040 1.504 0.021
H5 -2.478 0.518 -0.925
H6 -1.246 -0.558 -1.530
H7 -1.320 1.154 -1.960
C4 1.962 2.534 -7.572
C5 0.893 2.715 -6.513
O2 0.155 3.687 -6.529
N2 0.792 1.757 -5.563
C6 -0.159 1.891 -4.471
H8 2.354 1.516 -7.563
H9 2.754 3.251 -7.351
H10 1.565 2.791 -8.548
H11 1.516 1.060 -5.567
H12 0.118 2.718 -3.811
H13 -0.079 0.959 -3.915
H14 -1.152 2.108 -4.853
C7 -0.718 -4.278 0.500
C8 -0.247 -5.466 1.301
O3 -1.009 -6.292 1.776
N3 1.112 -5.551 1.409
C9 1.717 -6.429 2.376
H15 -0.663 -4.542 -0.564
H16 -0.041 -3.431 0.635
H17 -1.738 -3.939 0.643
H18 1.573 -4.740 1.035
H19 1.859 -5.860 3.303
H20 2.719 -6.716 2.053
H21 1.091 -7.293 2.554
C10 6.410 -0.264 5.926
C11 5.288 -0.017 4.953
O4 5.526 0.447 3.853
N4 4.026 -0.216 5.403
C12 2.862 -0.121 4.575
H22 7.023 -1.074 5.522
H23 6.125 -0.525 6.946
H24 7.085 0.587 5.989
H25 3.912 -0.493 6.362
H26 2.930 0.764 3.936
H27 1.925 0.042 5.104
H28 2.741 -0.984 3.922
C13 4.779 -3.904 3.198
C14 5.750 -2.959 2.510
O5 4.913 -1.917 2.124
C15 3.647 -2.427 1.961
O6 2.769 -1.848 1.419
O7 3.612 -3.698 2.412
F1 6.245 -3.581 1.387
H29 4.644 -3.607 4.241
H30 5.084 -4.945 3.160
H31 6.582 -2.597 3.105
C16 -3.851 -2.086 -4.820
C17 -2.656 -2.018 -5.780
O8 -1.534 -1.738 -4.967
C18 -1.793 -2.294 -3.755
O9 -0.998 -2.658 -2.962
O10 -3.117 -2.425 -3.594
F2 -2.746 -0.988 -6.658
H32 -4.435 -2.984 -4.985
H33 -4.415 -1.166 -4.720
H34 -2.488 -2.942 -6.332
C19 2.206 4.662 -1.437
C20 1.531 5.921 -0.898
O11 0.165 5.594 -0.903
C21 0.021 4.239 -0.921
O12 -1.011 3.671 -0.818
O13 1.219 3.660 -1.146
F3 1.691 7.003 -1.699
H35 3.064 4.350 -0.848
H36 2.468 4.749 -2.491
H37 1.889 6.201 0.094
C22 -2.138 4.375 2.284
C23 -2.679 2.938 2.232
O14 -4.031 3.045 1.709
S1 -4.451 4.568 1.537
O15 -4.980 5.070 2.751
O16 -5.160 4.702 0.330
O17 -2.964 5.130 1.394
H38 -1.102 4.397 1.956
H39 -2.209 4.865 3.257
H40 -2.761 2.497 3.221
H41 -2.162 2.352 1.478
C24 -5.056 -0.364 0.684
C25 -6.537 -0.041 0.416
O18 -6.895 -0.827 -0.750
S2 -5.618 -1.331 -1.537
O19 -5.058 -0.350 -2.409
O20 -5.894 -2.602 -2.088
O21 -4.683 -1.352 -0.244
H42 -4.927 -0.750 1.693
H43 -4.459 0.548 0.620
H44 -6.779 1.005 0.249
H45 -7.216 -0.447 1.165

Properties
Gap between HOMO and LUMO = 8.853 eV
E_HOMO = -8.92 eV

Results of the Löwdin charge analysis, in e, for atoms 1 through 6: C 0.001; C -0.559; O 0.048; N 0.019; C -0.050; H 0.085

---

3.
# C4H7NO

One molecule with the formula C4H7NO (ωB97M-V/def2-TZVPD, the OMol25 dataset).

Atoms and positions in Å:
C1 1.337 1.133 -0.466
N1 0.346 0.097 -0.328
C2 -1.110 0.197 -0.244
C3 -1.095 -1.119 0.567
C4 0.429 -1.071 0.386
O1 1.379 -1.721 0.747
H1 1.654 1.496 0.519
H2 2.212 0.754 -1.001
H3 0.908 1.968 -1.025
H4 -1.597 0.143 -1.224
H5 -1.471 1.078 0.299
H6 -1.367 -0.980 1.617
H7 -1.624 -1.977 0.153

Properties
Gap between HOMO and LUMO = 10.257 eV
E_HOMO = -9.34 eV
SMILES = CN1CCC1=O

Results of the Löwdin charge analysis, in e, for atoms 1 through 6: C -0.037; N -0.109; C -0.135; C -0.044; C -0.471; O 0.078

---

4.
# C3H11NO2S

A 2-piece molecular cluster, C3H11NO2S overall (ωB97M-V/def2-TZVPD, the OMol25 dataset).

Atoms and positions in Å:
C1 -0.093 1.145 -1.745
O1 0.098 0.203 -2.769
C2 0.546 0.547 -0.393
C3 0.108 -0.838 -0.183
S1 0.615 -1.779 1.318
N1 0.601 1.439 0.828
H1 0.404 2.116 -2.241
H2 -1.160 1.288 -1.609
H3 0.329 0.625 -3.713
H4 1.695 0.634 -0.610
H5 0.724 -1.417 -0.992
H6 -1.009 -0.980 -0.330
H7 1.718 -1.159 1.374
H8 -0.226 1.310 1.421
H9 0.946 2.416 0.708
H10 -2.288 0.806 2.386
H11 -2.821 0.610 0.935
O2 -2.065 0.674 1.482

Properties
Total charge = -1
Gap between HOMO and LUMO (spin up / spin down) = 2.258 / 8.411 eV
E_HOMO (spin up / spin down) = 0.88 / -5.31 eV
Multiplicity = 2

Results of the Löwdin charge analysis, in e, for atoms 1 through 6: C -0.304; O -0.182; C -0.483; C -0.604; S 0.563; N -0.021

---

5.
# C29H23B2CsF9N7O5

C29H23B2CsF9N7O5 as an isolated structure (ωB97M-V/def2-TZVPD, the OMol25 dataset).

Atoms and positions in Å:
Cs1 0.018 0.744 -0.143
C1 -2.502 -1.065 -3.657
C2 -2.282 -1.599 -2.282
N1 -1.332 -2.374 -1.932
O1 -0.426 -2.626 -2.965
B1 0.392 -3.708 -2.771
F1 -0.021 -4.799 -2.125
F2 1.490 -3.779 -3.508
O2 1.273 -2.701 -1.027
N2 0.548 -2.479 -0.085
C3 0.248 -3.634 0.727
C4 1.027 -4.896 0.588
C5 -0.743 -3.451 1.631
N3 -1.271 -2.119 1.693
O3 -2.221 -2.053 2.475
B2 -3.181 -0.705 2.152
F3 -4.014 -0.621 3.211
F4 -2.277 0.314 2.030
O4 -3.830 -1.172 0.968
N4 -2.948 -1.574 -0.010
C6 -3.212 -1.160 -1.185
C7 -4.338 -0.249 -1.548
C8 -1.306 -4.480 2.540
H1 -1.846 -1.544 -4.374
H2 -2.311 0.011 -3.627
H3 -3.540 -1.215 -3.955
H4 1.831 -4.766 -0.132
H5 0.379 -5.697 0.231
H6 1.446 -5.190 1.550
H7 -4.878 0.059 -0.660
H8 -5.030 -0.744 -2.231
H9 -3.920 0.622 -2.058
H10 -0.800 -5.433 2.415
H11 -2.370 -4.609 2.333
H12 -1.233 -4.160 3.580
C9 -1.415 2.793 4.262
C10 -0.575 2.244 5.212
C11 0.664 1.770 4.814
C12 1.019 1.858 3.472
N5 0.191 2.353 2.552
C13 -0.998 2.808 2.940
C14 2.399 1.466 3.028
C15 3.467 1.794 3.859
C16 4.748 1.485 3.444
C17 4.921 0.875 2.218
C18 3.804 0.588 1.435
N6 2.564 0.872 1.843
C19 3.987 -0.038 0.078
C20 5.184 -0.658 -0.278
C21 5.327 -1.175 -1.554
C22 4.280 -1.057 -2.451
C23 3.123 -0.432 -2.014
N7 2.979 0.058 -0.787
H13 -2.389 3.182 4.524
H14 -0.877 2.186 6.250
H15 1.343 1.330 5.532
H16 -1.642 3.199 2.160
H17 3.290 2.312 4.791
H18 5.604 1.740 4.055
H19 5.917 0.667 1.857
H20 5.990 -0.763 0.434
H21 6.249 -1.664 -1.840
H22 4.342 -1.443 -3.459
H23 2.274 -0.332 -2.685
F5 -2.252 6.659 -4.257
C24 -2.129 5.422 -3.744
C25 -1.314 5.185 -2.652
F6 -0.642 6.204 -2.096
C26 -1.191 3.912 -2.136
F7 -0.384 3.738 -1.056
C27 -1.858 2.783 -2.660
O5 -1.729 1.602 -2.166
C28 -2.680 3.086 -3.767
F8 -3.378 2.079 -4.340
C29 -2.814 4.354 -4.295
F9 -3.614 4.556 -5.352

Properties
Gap between HOMO and LUMO = 4.259 eV
E_HOMO = -6.86 eV

Results of the Löwdin charge analysis, in e, for atoms 1 through 6: Cs 1.116; C 0.010; C -0.228; N 0.136; O 0.102; B -0.904

---

6.
# C32H30MoN6O12S4

C32H30MoN6O12S4 as an isolated structure (ωB97M-V/def2-TZVPD, the OMol25 dataset).

Atoms and positions in Å:
Mo1 -0.182 0.395 -0.133
O1 -1.673 -3.136 -1.163
C1 -1.185 -4.036 -0.182
C2 -1.707 -3.756 1.216
N1 -1.309 -2.499 1.793
C3 -2.333 -1.568 2.157
C4 -2.874 -0.672 1.050
O2 -4.015 -0.306 0.987
O3 -1.963 -0.278 0.146
C5 -0.010 -2.448 2.389
C6 1.148 -1.938 1.539
O4 2.297 -2.207 1.744
O5 0.772 -1.094 0.567
H1 -2.633 -3.096 -1.085
H2 -0.097 -3.954 -0.215
H3 -1.443 -5.072 -0.437
H4 -1.377 -4.586 1.862
H5 -2.802 -3.798 1.193
H6 -1.945 -0.876 2.913
H7 -3.210 -2.063 2.589
H8 0.299 -3.443 2.729
H9 -0.016 -1.803 3.276
O6 4.200 2.249 2.788
S1 4.213 1.038 1.985
O7 5.324 1.320 0.734
N2 2.810 0.988 1.150
C7 2.652 1.533 -0.002
O8 1.526 1.412 -0.646
C8 3.684 2.342 -0.673
C9 3.392 3.263 -1.680
C10 4.396 4.004 -2.271
C11 5.716 3.826 -1.852
C12 6.022 2.939 -0.840
C13 5.000 2.205 -0.246
H10 2.360 3.406 -1.974
H11 4.161 4.726 -3.040
H12 6.510 4.401 -2.310
H13 7.034 2.803 -0.486
N3 1.865 0.624 -5.026
C14 1.189 0.869 -3.762
C15 0.818 -0.434 -3.102
O9 1.344 -1.513 -3.629
O10 0.082 -0.499 -2.131
H14 2.606 1.290 -5.196
H15 1.226 0.653 -5.810
H16 1.881 -1.188 -4.392
H17 0.295 1.496 -3.817
H18 1.872 1.343 -3.053
O11 -3.483 4.736 0.655
S2 -3.671 3.681 1.615
O12 -4.984 3.139 1.795
N4 -2.593 2.479 1.273
C16 -1.645 2.431 2.144
S3 -0.233 1.438 2.089
C17 -1.803 3.365 3.316
C18 -1.016 3.506 4.443
C19 -1.416 4.428 5.405
C20 -2.573 5.183 5.236
C21 -3.361 5.043 4.098
C22 -2.943 4.127 3.157
H19 -0.117 2.919 4.569
H20 -0.821 4.558 6.298
H21 -2.865 5.889 6.002
H22 -4.263 5.624 3.961
S4 -3.292 5.575 -3.123
C23 -2.465 4.182 -2.436
C24 -3.019 2.906 -2.392
C25 -2.318 1.893 -1.776
N5 -1.114 2.092 -1.220
C26 -0.563 3.308 -1.292
C27 -1.198 4.371 -1.898
C28 -4.972 5.197 -2.691
C29 -5.953 5.174 -3.667
C30 -7.259 4.904 -3.276
N6 -7.619 4.646 -2.025
C31 -6.658 4.668 -1.099
C32 -5.330 4.952 -1.372
H23 -4.006 2.702 -2.783
H24 -2.746 0.908 -1.658
H25 0.384 3.436 -0.784
H26 -0.741 5.350 -1.863
H27 -5.714 5.359 -4.705
H28 -8.049 4.882 -4.018
H29 -6.960 4.452 -0.082
H30 -4.598 4.962 -0.575

Properties
Gap between HOMO and LUMO (spin up / spin down) = 7.111 / 7.525 eV
E_HOMO (spin up / spin down) = -8.35 / -8.43 eV
Multiplicity = 3

Results of the Löwdin charge analysis, in e, for atoms 1 through 6: Mo 1.675; O -0.061; C -0.234; C -0.164; N -0.162; C -0.100

---

no.,largest force on an atom (hartree/bohr)
1,0.0530
2,0.0429
3,0.0082
4,0.1140
5,0.0128
6,0.0190